# C35H30N2OP2RuS

A structure of composition C35H30N2OP2RuS (the ωB97M-V functional and the def2-TZVPD basis, the OMol25 dataset).

```
72
C35H30N2OP2RuS the ωB97M-V functional and the def2-TZVPD basis
C 2.502 1.757 1.826
C -3.329 -4.049 -1.803
C 1.372 3.615 -1.526
C 1.642 2.244 4.424
C 5.567 -1.569 1.401
P -2.179 -0.244 -1.016
H 6.494 -1.066 1.637
C 3.183 -2.864 0.810
N 0.335 1.913 -0.350
H -4.528 -4.778 -3.426
H 2.726 2.953 -3.053
C -3.593 -1.554 -3.008
H 6.526 -3.331 0.651
C 1.402 1.006 3.843
C -1.521 1.057 -3.337
H -3.237 -5.019 -1.333
H -0.985 0.148 -3.591
H -4.200 -0.227 0.273
C 4.357 -0.935 1.660
C -2.216 1.150 -2.128
C 5.584 -2.839 0.851
H -2.165 -3.059 -0.308
H -1.878 -2.138 4.469
H 0.987 -1.851 3.863
C -2.537 -0.785 1.547
C -3.163 0.043 0.475
H -3.457 4.283 -2.464
N -1.182 -1.104 1.429
C -4.060 -3.911 -2.979
H 2.862 1.563 0.820
H -0.055 3.881 0.122
H 4.399 -4.490 0.145
H 0.868 0.256 4.410
C 3.160 -1.580 1.360
H -3.708 -0.585 -3.476
C -0.781 -1.627 2.655
H -0.998 2.041 -5.163
H 2.500 4.190 4.173
H 2.324 0.539 -2.627
C 0.924 0.942 -1.050
C 4.387 -3.491 0.560
H 1.308 2.433 5.435
C -2.983 -1.188 2.766
C 0.657 -1.963 2.829
P 1.573 -0.820 1.752
O -0.457 1.373 0.591
C -2.907 3.383 -2.704
C 1.834 0.758 2.543
H -3.456 2.410 -0.885
C -1.525 2.119 -4.222
S 0.730 -1.972 -1.348
H 3.274 3.751 1.865
C -4.192 -2.669 -3.578
C -2.904 2.322 -1.811
H 2.261 -3.392 0.587
H 0.921 -2.978 2.521
Ru -0.012 -0.624 -0.074
H -3.988 -1.091 3.143
C 2.309 3.229 3.713
C -2.851 -1.694 -1.839
H -4.764 -2.562 -4.490
H -2.229 4.110 -4.602
C 2.741 2.985 2.413
C -1.864 -1.727 3.472
C 0.501 3.226 -0.533
C -2.722 -2.947 -1.231
C -2.219 3.283 -3.904
C 2.035 2.647 -2.279
H 1.534 4.668 -1.703
H -3.107 1.101 0.738
C 1.816 1.296 -2.047
H 4.360 0.047 2.112
```

charge = +2
HOMO-LUMO gap (alpha / beta) = 5.03 / 5.03 eV
LUMO (alpha / beta) = -8.429 / -8.426 eV
E = -2711.71413 Ha
E_HOMO (alpha / beta) = -13.45 / -13.46 eV
F_max = 0.27 eV/A

Mulliken analysis output, partial charges in e:
1 C -0.683
2 C -0.897
3 C -1.155
4 C -0.750
5 C -0.804
6 P 2.203
7 H 0.444
8 C -0.675
9 N 1.595
10 H 0.424
11 H 0.537
12 C -0.459
13 H 0.417
14 C -0.701
15 C -0.458
16 H 0.469
17 H 0.482
18 H 0.590
19 C -0.396
20 C 0.515
21 C -0.552
22 H 0.302
23 H 0.555
24 H 0.650
25 C -0.317
26 C -1.122
27 H 0.472
28 N 1.175
29 C -0.597
30 H 0.837
31 H 0.540
32 H 0.439
33 H 0.312
34 C 1.052
35 H 0.393
36 C -0.134
37 H 0.471
38 H 0.450
39 H 0.553
40 C 1.856
41 C -0.964
42 H 0.459
43 C -1.015
44 C -1.245
45 P 1.860
46 O -0.922
47 C -0.730
48 C 0.624
49 H 0.412
50 C -0.885
51 S -0.279
52 H 0.492
53 C -0.775
54 C -0.644
55 H 0.427
56 H 0.589
57 Ru -1.211
58 H 0.557
59 C -0.721
60 C 0.629
61 H 0.449
62 H 0.448
63 C -0.963
64 C -1.014
65 C -0.385
66 C -0.519
67 C -0.533
68 C -0.480
69 H 0.571
70 H 0.586
71 C -1.270
72 H 0.418